# 1
22
Properties=species:S:1:pos:R:3 method="wB97M-V/def2-TZVPD" relative_energy_kcal_mol=39.0 total_energy_ev=-25793.3787 total_charge=0 e_homo_ev=-8.296
C -0.1578 -2.4338 -0.3759
C 0.1358 0.3384 1.6516
C -0.1993 1.3456 0.6796
C -1.4806 2.0037 0.6001
C -1.6732 3.0145 -0.3072
C -0.6396 3.3707 -1.1940
C 0.6239 2.7821 -1.0882
C 0.9070 1.8318 -0.1194
H -0.9732 -3.4455 -1.9563
H -0.8093 -1.7874 -2.2974
H -0.2135 -0.3695 -0.6347
H 0.2810 0.6637 2.7133
H -2.2099 1.7949 1.3549
H -2.6664 3.3983 -0.4515
H -0.7112 4.1142 -1.9461
H 1.4503 2.9202 -1.7949
H 2.1627 0.6709 0.7189
N -0.9299 -2.5001 -1.5408
N 0.1799 -1.1520 -0.0397
N 0.3355 -0.8878 1.2380
O 2.1325 1.4345 0.0676
S 0.2771 -3.8234 0.4419

# 2
22
Properties=species:S:1:pos:R:3 method="wB97M-V/def2-TZVPD" relative_energy_kcal_mol=91.4 total_energy_ev=-25791.1049 total_charge=0 e_homo_ev=-7.670
C 3.5410 -0.2788 0.4209
C 3.4190 0.9880 -0.1272
C 2.3985 -0.9874 0.7516
C 2.1713 1.5357 -0.3447
C 1.1449 -0.4478 0.5381
C 1.0134 0.8259 -0.0138
C -3.4147 -1.1112 -0.6162
C -1.4479 0.9644 0.0470
N -2.4572 1.6826 -0.2306
N -3.4336 -2.4226 -0.6677
N -0.2079 1.4256 -0.2568
O -3.7163 1.3005 0.0617
S -4.1027 -0.2635 0.6459
H 4.5143 -0.7091 0.5898
H 4.3000 1.5565 -0.3866
H 2.4864 -1.9775 1.1759
H 2.0796 2.5259 -0.7693
H 0.2711 -1.0228 0.7990
H -1.5078 0.0029 0.5514
H -2.9892 -2.8634 -1.4594
H -3.8715 -3.0590 -0.0104
H -0.1910 2.3352 -0.6986

# 3
21
Properties=species:S:1:pos:R:3 method="wB97M-V/def2-TZVPD" relative_energy_kcal_mol=69.6 total_energy_ev=-23744.3579 total_charge=0 e_homo_ev=-8.283
C 2.0979 -1.1311 0.4512
C 2.8332 0.0781 0.3913
C 0.7150 -1.0479 0.2146
C 2.3235 1.3582 0.0526
C 0.1985 0.1913 -0.1256
C 0.9513 1.3790 -0.1921
C -1.0817 2.0335 -0.6039
C -1.2039 0.6125 -0.3128
N 0.1331 2.5112 -0.5440
N -2.2094 -1.4410 -1.3541
N -2.0288 -0.0899 -1.1052
S -1.9726 1.0606 1.8229
H 2.6745 -2.0925 0.6030
H 3.8772 0.0917 0.6833
H 0.2031 -1.9750 0.2895
H 3.0139 2.1872 0.2421
H -1.9163 2.6149 -0.8965
H -3.1556 -1.5425 -1.7664
H -1.5609 -1.7402 -2.0192
H -2.8738 0.5605 -1.2086
H -0.6825 0.9496 2.3791